Below is the molecule C12H20N4O2 at a distorted geometry, with properties calculated with ωB97M-V/def2-TZVPD.

Calculated values
DFT total energy: -22821.3051 eV
relative energy (zero: lowest compared OMol25 entry of this formula, charge and spin): 380.3 kJ/mol

Geometry (Å):
C 0.75 3.60 -1.63
C -0.63 3.31 -2.18
O -1.45 4.13 -2.11
O -0.88 2.12 -2.78
C -0.81 1.01 -1.86
C -0.24 -0.17 -2.64
C -0.70 -1.53 -2.11
C -0.02 -1.98 -0.80
C 1.44 -1.57 -0.67
C 2.08 -2.00 0.65
C 1.29 -1.60 1.92
C 0.76 -0.16 1.93
C -0.55 -0.03 2.67
N -1.47 -0.94 2.39
N -2.61 -0.83 3.04
C -2.71 0.19 3.86
N -1.82 1.12 4.11
N -0.66 0.99 3.49
H 0.67 3.57 -0.55
H 1.08 4.59 -1.92
H 1.49 2.87 -1.98
H -0.17 1.27 -1.01
H -1.83 0.79 -1.57
H -0.64 -0.05 -3.65
H 0.84 -0.08 -2.75
H -1.77 -1.47 -1.97
H -0.53 -2.25 -2.91
H -0.63 -1.65 0.04
H -0.09 -3.07 -0.78
H 1.54 -0.49 -0.74
H 1.98 -2.03 -1.50
H 2.24 -3.07 0.66
H 3.08 -1.57 0.74
H 2.00 -1.68 2.75
H 0.54 -2.36 2.11
H 0.58 0.26 0.94
H 1.50 0.47 2.41
H -3.65 0.29 4.38